The following is a quantum chemistry calculation of 2 unconnected molecules or ions with the total composition C4H10O3 at a distorted geometry, from the Open Molecules 2025 dataset.

Each line ends with the natural charge from an NBO analysis.
Atoms and positions in Å:
C -1.3638 -0.0266 0.9767  -0.46
C -0.5230 1.0475 1.6748  -0.08
O 0.8324 0.7204 1.5082  -0.53
C 1.1409 0.7394 0.1030  0.22
O 0.3865 -0.1806 -0.6502  -0.56
C -1.0161 -0.2241 -0.4548  -0.06
H -1.1550 -1.0356 1.3815  0.20
H -2.4383 0.1852 1.1382  0.21
H -0.7822 0.9960 2.7498  0.20
H -0.8802 2.0216 1.2888  0.16
H 1.0494 1.7867 -0.2439  0.14
H 2.1966 0.4329 -0.0267  0.19
H -1.5727 0.4934 -1.0879  0.17
H -1.3860 -1.2401 -0.6925  0.19
O 1.8569 -1.6512 -2.8647  -0.95
H 1.3702 -1.5314 -2.0179  0.49
H 2.2843 -2.5337 -2.7824  0.46

- relative energy (zero: lowest compared OMol25 entry of this formula, charge and spin) (kcal per mole) = 37.8
- largest force on an atom (eV/Å) = 2.0
- Kohn-Sham gap (eV) = 11.2
- HOMO energy (eV) = -10.30
- energy (Eh) = -384.08943
- SMILES = C1COCOC1.O

The following is a quantum chemistry calculation of a gas-phase ion, S2 (charge -1), from the Open Molecules 2025 dataset.

Each line ends with the Mulliken spin population.
Atoms and positions in Å:
S -0.7355 -0.0914 0.6663  0.50
S 0.7355 0.0914 -0.6663  0.50

- relative energy (zero: lowest compared OMol25 entry of this formula, charge and spin) (kcal per mole) = 0.0
- largest force on an atom (eV/Å) = 0.0
- total charge = -1
- ⟨S²⟩ = 0.755
- Kohn-Sham gap (spin up / spin down) (eV) = 6.0 / 5.7
- HOMO energy (spin up / spin down) (eV) = -2.00 / -1.74
- energy (Eh) = -796.41164
- 2S+1 = 2

The following is a quantum chemistry calculation of 2 unconnected molecules or ions with the total composition C9H14S at a distorted geometry, from the Open Molecules 2025 dataset.

Each line ends with the natural charge from an NBO analysis.
Atoms and positions in Å:
C 1.8914 1.4850 2.2484  -0.64
C 1.7555 1.1794 0.7917  0.00
C 1.3169 -0.0587 0.2950  -0.23
C 1.2545 -0.3172 -1.0958  -0.21
C 1.7871 0.5716 -2.0127  -0.22
C 2.2461 1.7856 -1.5323  -0.21
C 2.1419 2.0965 -0.1997  -0.22
H 1.2121 0.8300 2.8080  0.22
H 1.6103 2.5108 2.4976  0.22
H 2.9513 1.4019 2.5244  0.23
H 1.0520 -0.8534 0.9633  0.21
H 0.9270 -1.2847 -1.4561  0.22
H 1.7423 0.3006 -3.0651  0.22
H 2.5552 2.5923 -2.1940  0.21
H 2.2271 3.1437 0.0901  0.20
C -2.1918 0.0434 0.4560  -0.75
S -2.3281 -1.6064 -0.2919  0.15
C -3.4462 -2.6113 0.6800  -0.75
H -2.8431 0.7062 -0.1043  0.22
H -2.2821 -0.0334 1.5354  0.22
H -1.1214 0.1704 0.1827  0.25
H -4.3834 -2.0772 0.8663  0.21
H -3.0494 -2.8768 1.6554  0.21
H -3.5838 -3.5063 0.0774  0.23

- relative energy (zero: lowest compared OMol25 entry of this formula, charge and spin) (kcal per mole) = 13.4
- largest force on an atom (eV/Å) = 1.9
- Kohn-Sham gap (eV) = 9.2
- HOMO energy (eV) = -8.28
- energy (Eh) = -749.49159
- SMILES = Cc1ccccc1.CSC

The following is a quantum chemistry calculation of 2 unconnected molecules or ions with the total composition C3H12N4O at a distorted geometry, from the Open Molecules 2025 dataset.

Each line ends with the natural charge from an NBO analysis.
Atoms and positions in Å:
N -0.7343 -2.2679 2.0558  -0.84
C -0.5496 -1.3270 0.9837  0.13
N -1.7718 -0.5947 0.9500  -0.87
N 0.8153 -0.3756 1.3499  0.17
O 0.5192 0.5489 2.0747  -0.29
H -0.1451 -2.0278 2.8478  0.37
H -0.4479 -3.2117 1.8088  0.37
H -0.4525 -1.8759 0.0368  0.17
H -1.6960 0.3909 1.1786  0.37
H -2.4056 -0.9148 1.6790  0.39
C 1.6046 0.5406 -2.0210  -0.40
N 0.6018 0.7533 -1.0058  -0.65
C -0.1136 2.0043 -1.1005  -0.41
H 2.3587 1.3372 -2.0032  0.19
H 1.1659 0.5157 -3.0243  0.16
H 2.1270 -0.4020 -1.8329  0.20
H 0.0391 -0.1253 -0.6382  0.38
H 0.5481 2.8406 -1.3532  0.20
H -0.9028 1.9555 -1.8586  0.17
H -0.5608 2.2357 -0.1272  0.19

- relative energy (zero: lowest compared OMol25 entry of this formula, charge and spin) (kcal per mole) = 110.4
- largest force on an atom (eV/Å) = 3.9
- Kohn-Sham gap (eV) = 8.2
- HOMO energy (eV) = -8.24
- energy (Eh) = -415.62093
- SMILES = NC(N)N=O.CNC

The following is a quantum chemistry calculation of 2 unconnected molecules or ions with the total composition C2H4O2 at a distorted geometry, from the Open Molecules 2025 dataset.

Each line ends with the natural charge from an NBO analysis.
Atoms and positions in Å:
C 4.9380 2.2357 -4.1332  0.25
O 5.3001 1.6906 -5.1321  -0.48
H 4.7841 1.6257 -3.1744  0.11
H 4.2525 3.0492 -4.3297  0.12
C -4.7755 -2.1769 4.1565  0.26
O -5.4151 -1.1842 3.7968  -0.50
H -4.4930 -3.0322 3.5492  0.13
H -4.5911 -2.2078 5.2670  0.11

- relative energy (zero: lowest compared OMol25 entry of this formula, charge and spin) (kcal per mole) = 69.6
- largest force on an atom (eV/Å) = 3.8
- Kohn-Sham gap (eV) = 10.8
- HOMO energy (eV) = -10.16
- energy (Eh) = -228.99566
- SMILES = C=O.C=O

The following is a quantum chemistry calculation of 2 unconnected molecules or ions with the total composition C5H11N at a distorted geometry, from the Open Molecules 2025 dataset.

Each line ends with the natural charge from an NBO analysis.
Atoms and positions in Å:
C 0.4485 -1.6128 -0.0895  0.00
C 1.1663 -2.9382 -0.1565  -0.65
C 0.4391 2.4392 0.1665  -0.67
C -1.6464 0.9900 -0.2593  -0.68
C -0.4452 1.3172 0.5390  0.04
N 1.0444 -0.5447 0.0136  -0.36
H -0.6561 -1.7160 -0.1267  0.14
H 0.8918 -3.4762 -1.0603  0.22
H 2.2402 -2.7714 -0.1365  0.23
H 0.8799 -3.5352 0.7089  0.22
H 0.5976 2.4752 -0.9088  0.22
H -0.0244 3.3860 0.4696  0.22
H 1.3971 2.3536 0.6729  0.23
H -1.6540 -0.0722 -0.5438  0.22
H -1.6926 1.5788 -1.1754  0.21
H -2.5589 1.1486 0.3244  0.22
H -0.4273 0.9782 1.5618  0.19

- relative energy (zero: lowest compared OMol25 entry of this formula, charge and spin) (kcal per mole) = 76.6
- largest force on an atom (eV/Å) = 2.3
- Kohn-Sham gap (spin up / spin down) (eV) = 9.5 / 7.6
- HOMO energy (spin up / spin down) (eV) = -8.43 / -7.30
- energy (Eh) = -251.74039

The following is a quantum chemistry calculation of a molecular structure, C5H12O, from the Open Molecules 2025 dataset.

Each line ends with the natural charge from an NBO analysis.
Atoms and positions in Å:
C 2.3829 -0.0255 0.2792  -0.63
C 1.0627 0.6452 -0.0463  -0.07
O -0.0143 -0.2707 0.1599  -0.49
C -1.4074 0.1820 -0.3388  -0.20
C -1.6592 -0.5617 -1.6242  -0.66
C -0.9194 -0.1955 1.6073  -0.27
H 2.5286 -0.9079 -0.3503  0.22
H 2.4125 -0.3415 1.3272  0.21
H 3.2126 0.6685 0.1077  0.22
H 0.9010 1.5344 0.5812  0.17
H 1.0033 0.9550 -1.0968  0.20
H -1.2906 1.2608 -0.5247  0.13
H -2.5636 -0.1642 -2.1011  0.22
H -1.8228 -1.6330 -1.4535  0.20
H -0.8306 -0.4706 -2.3516  0.18
H -0.0033 -0.2779 2.2266  0.15
H -1.5210 -1.0917 1.6996  0.22
H -1.4713 0.6942 1.8988  0.21

- relative energy (zero: lowest compared OMol25 entry of this formula, charge and spin) (kcal per mole) = 135.0
- largest force on an atom (eV/Å) = 0.5
- Kohn-Sham gap (eV) = 7.6
- HOMO energy (eV) = -6.58
- energy (Eh) = -272.73350